[1]
Formula: C16H36Cl2NO9PS2
Source: OMol25
Level of theory: the ωB97M-V functional and the def2-TZVPD basis

Element x y z (Å)
H: -2.97644 -2.87219 -1.06334
C: -1.09410 0.14965 3.90897
H: -2.18071 2.74510 -0.01834
H: -1.52269 -4.64540 -1.70857
H: 0.19442 0.94239 -0.32777
H: -5.01497 1.12448 -0.59953
C: -2.01810 -2.62879 -1.51959
H: -2.82614 -0.86517 3.01890
O: -4.13553 1.25120 -0.20460
H: 3.05700 -1.80624 4.72922
C: 1.40850 0.22408 3.28134
C: 0.33799 -0.25535 4.27139
H: 0.88958 0.57063 -3.28718
H: -1.31478 -1.74659 2.92829
O: 1.98694 4.46034 -3.61645
S: 0.77243 3.80886 -3.31487
H: -1.69689 0.09898 4.81789
H: 4.50557 -1.18809 3.91414
H: 0.56171 0.18570 5.24692
H: 1.15188 1.23769 2.96086
Cl: 0.08344 2.90645 -5.01799
H: -1.56616 -4.95628 2.19239
C: -1.50039 -0.24404 1.42164
C: 0.42338 1.14047 -2.48233
O: 4.64267 2.98547 -4.47629
H: 0.30466 -1.65355 -0.42537
H: 3.14192 -1.76466 2.96818
O: 4.56412 5.19537 -5.31440
H: -3.43823 -0.83877 -2.03487
H: 0.04560 -1.46744 -2.17753
C: 3.41813 -1.22617 3.87892
Cl: 5.24407 4.30818 -4.40325
C: 0.47298 0.33537 -1.18112
P: -3.09634 1.37383 -1.41966
H: -2.13527 -2.51434 -2.59595
H: 0.23895 -4.81835 0.10179
H: 2.29107 2.28117 -2.38675
H: -0.42237 -0.20846 1.29102
C: -0.17006 -1.04945 -1.19327
O: 5.11686 4.80346 -3.04818
H: 1.39681 -0.43749 2.40612
C: -1.02453 -3.76465 -1.29066
H: -1.11175 1.19811 3.59546
C: -1.75291 -0.74353 2.85432
H: -2.05052 -2.21345 0.84518
H: 2.83742 0.61505 4.86236
C: -2.14739 -1.20808 0.44621
O: 6.64032 4.21675 -4.75683
H: -0.13204 -3.64635 -1.90561
C: 2.82233 0.18470 3.85936
O: -1.93411 2.23692 -0.80440
C: 1.21755 2.42802 -2.27221
O: -0.35046 4.46985 -2.72274
H: -1.91901 0.75749 1.35402
N: -1.66037 -1.22341 -0.99480
H: 1.53446 0.10155 -1.03569
H: -0.34049 -3.26129 0.74713
H: -3.22259 -1.03563 0.39249
H: 1.00053 2.81338 -1.27406
H: -2.00541 -0.21888 -2.82187
C: -2.50336 -0.30409 -1.85785
H: -0.58369 1.42498 -2.77221
H: 0.39777 -1.33943 4.40417
H: 3.45802 0.79949 3.21865
O: -3.70254 1.84701 -2.65795
C: -0.59430 -4.12210 0.13467
S: -2.01446 -4.95444 0.93208

Calculated values
* max |F|: 0.88 eV/Å
* ΔE to the lowest compared entry with this formula, charge and spin: 0.0 kcal/mol
* 2S+1: 1


[2]
Formula: C21H24N2O6S2
Source: OMol25
Level of theory: the ωB97M-V functional and the def2-TZVPD basis

Element x y z (Å)
N: -2.97695 -2.60519 3.20780
C: 5.22158 6.23782 -2.87065
H: 1.60663 -1.44478 1.57116
H: 1.39726 1.00009 1.64273
H: 5.10926 3.82233 -2.54862
H: 4.77571 1.61589 -2.28968
H: 2.46459 1.17407 0.23277
C: -0.94723 -0.42409 1.32705
C: 1.03398 2.14166 -3.04221
O: -4.77407 -4.75888 3.42910
H: 3.21717 -0.31866 -2.30231
O: 0.22051 -0.80333 -4.24755
H: -5.32242 -3.98065 5.19948
O: -0.98131 0.01505 -2.30494
H: -0.33781 -0.22339 2.19383
H: 5.66220 6.13044 -1.88166
C: -3.01808 -1.26564 0.43474
C: 2.24666 -0.86982 0.90722
C: 3.24212 3.04737 -2.75926
C: -2.60494 -1.35685 2.89707
C: 3.72475 1.76258 -2.49628
C: 2.86602 0.68038 -2.50361
C: -3.54910 -2.94905 4.49087
S: 0.44596 -0.52829 -2.86494
C: 3.94161 5.43584 -2.96536
C: 1.52688 0.88234 -2.77076
H: -2.43279 -3.47695 1.37959
C: -2.60940 -0.90491 -0.83664
C: -4.90402 -3.62514 4.25733
H: -3.24151 -1.07607 -1.69318
H: -2.17632 -4.47778 2.83224
N: 4.15591 4.09866 -2.74143
C: 1.88568 3.23110 -3.03055
H: 3.24348 -0.82211 1.33641
O: 2.86517 5.92255 -3.20813
O: 0.63671 0.57317 -0.23971
C: -2.84821 -3.75931 2.34565
H: -0.01535 2.26215 -3.25591
H: -2.87867 -3.64167 5.01141
H: 1.51501 4.22179 -3.23382
H: 2.28346 -1.38164 -0.05182
C: -0.52633 -0.05954 0.05775
H: -4.90078 -3.72760 1.64835
H: -3.66531 -2.04031 5.08276
C: -4.22589 -4.41624 2.17987
H: -3.99469 -1.70118 0.57973
H: 5.93716 5.89319 -3.61434
H: 4.99866 7.28535 -3.04974
H: -4.14145 -5.34537 1.61463
O: 0.91004 -1.60210 -2.03680
C: 1.70377 0.53972 0.69546
C: -2.17898 -1.04316 1.52146
C: -1.37157 -0.31907 -1.03338
S: -2.61796 -0.12280 3.99601
H: -5.59677 -2.90199 3.80080

Calculated values
* max |F|: 1.16 eV/Å
* ΔE to the lowest compared entry with this formula, charge and spin: 26.3 kcal/mol
* structure (SMILES): CCOc1cc(C(=S)N2CCOCC2)ccc1OS(=O)(=O)c1ccc(NC(C)=O)cc1
* 2S+1: 1


[3]
Formula: C17H20F5N3S
Source: OMol25
Level of theory: the ωB97M-V functional and the def2-TZVPD basis

Element x y z (Å)
H: -0.99524 -3.33361 1.22620
C: -3.11862 0.76126 1.54155
C: -0.18594 -0.31517 -0.46765
F: -3.24647 -2.22772 -1.11700
N: 2.62419 0.09058 -1.65052
C: -3.19180 -0.74438 1.56935
C: -0.88801 0.10864 2.96145
C: 0.21196 -0.00754 -1.79166
F: 3.13896 2.47615 0.31129
H: -5.11258 1.08331 0.95568
C: -4.49536 1.34666 1.78113
C: -1.35976 -1.04873 -0.21317
H: -3.55521 -1.07671 2.56698
N: -0.77047 -0.93178 2.16951
H: 1.48602 1.20215 -3.04602
H: -2.70970 -3.36711 0.91137
H: -3.92604 -1.12912 0.85442
F: -0.20343 -0.20032 -4.14595
H: 0.50358 0.06346 0.27726
C: 4.02662 1.45060 0.06074
H: 1.32754 1.77467 -1.40014
C: -1.81086 -1.34468 1.22639
H: 0.37687 1.02000 4.25814
H: 3.86603 1.67678 -3.50999
H: -2.74904 1.11427 0.54941
H: -2.29907 -1.51254 -3.49801
H: 0.88939 -0.50964 3.63059
H: 6.00653 0.31688 -1.76955
C: -1.71670 -1.16652 -2.62587
N: 0.14410 0.12351 3.85853
C: 3.83367 0.83772 -1.38621
C: -2.12531 -1.48646 -1.31810
H: -4.93060 0.95017 2.67703
C: -0.55853 -0.44940 -2.86275
F: 3.77584 0.50567 1.01200
H: 4.77855 -0.60211 -2.79364
H: 2.43299 -0.53060 -0.86853
H: -2.08941 -3.07699 2.54732
C: 4.40137 1.62835 -2.57172
C: -1.90986 -2.86584 1.49299
F: 5.29310 1.84565 0.27743
H: -4.44853 2.46719 1.86311
H: 4.94099 2.54103 -2.29367
C: 5.01471 0.29709 -2.19453
C: 1.42538 0.87499 -1.99487
S: -2.10183 1.37016 2.93967

Calculated values
* max |F|: 3.91 eV/Å
* structure (SMILES): C[C@@H]1C[C@@](C)(c2cc(CNC3(C(F)(F)F)CC3)c(F)cc2F)N=C(N)S1
* 2S+1: 1


[4]
Formula: C3H5N2P
Source: OMol25
Level of theory: the ωB97M-V functional and the def2-TZVPD basis

Element x y z (Å)
C: -0.86470 0.81217 -0.52816
H: 2.27129 -1.41610 0.31041
N: 1.53878 -0.85173 -0.07960
H: -4.21574 0.72739 0.64073
C: -2.07325 0.47657 -0.14392
H: 1.96588 0.72096 1.18821
H: 0.82221 -1.33314 -0.60092
H: -0.71167 1.16214 -1.54743
P: -3.45099 -0.35323 0.15531
C: 1.21607 0.33357 0.50624
N: 0.19579 1.04766 0.32794

Calculated values
* max |F|: 0.83 eV/Å
* ΔE to the lowest compared entry with this formula, charge and spin: 41.9 kcal/mol
* structure (SMILES): N/C=N\C=C=P
* 2S+1: 1


[5]
Formula: C13H15AgF5O4PS2
Source: OMol25
Level of theory: the ωB97M-V functional and the def2-TZVPD basis

Element x y z (Å)
C: -4.50210 -1.34503 -0.21270
C: -2.63568 2.66368 0.07964
H: -1.95195 3.18162 -0.58634
C: -1.29584 -0.18256 -3.14063
H: 3.31054 -2.35478 2.06955
O: -4.02119 -0.55703 -1.28004
S: 0.63567 -0.54497 2.39540
F: 2.36004 0.13241 -1.52370
C: 1.06924 2.03702 -0.87272
C: 2.34817 1.41208 -1.07659
H: 2.65772 -3.34240 3.38472
H: 1.34335 -4.97134 2.69244
H: -0.51030 -0.39884 -2.41520
H: 2.73602 -1.57377 3.54474
F: 0.07718 4.18636 -0.41201
Ag: -0.92459 -0.54756 0.50764
C: 3.55397 2.03834 -0.87067
H: 0.39079 -5.32465 1.24408
C: 1.11845 -4.63868 1.67352
H: -3.67280 -1.79674 0.34608
H: -1.70706 -1.12406 -3.51162
H: -5.12362 -2.13662 -0.63736
F: 4.72190 1.37922 -1.08092
S: -0.99070 -3.17231 0.79615
C: 0.53490 -3.24343 1.66220
C: 1.20385 3.42397 -0.53015
C: 1.17819 -2.21756 2.25008
C: 3.60696 3.37385 -0.48085
H: -2.03725 2.16924 0.85307
H: -0.87212 0.39040 -3.96651
C: 2.54937 -2.39477 2.85342
F: 4.80374 4.00939 -0.31192
P: -2.66352 0.32305 -1.00758
H: -3.32789 3.37210 0.54085
F: 2.43338 5.38039 -0.00071
H: -5.10556 -0.74005 0.47080
O: -2.31253 0.60700 -2.55401
O: -0.02296 1.44850 -1.01109
O: -3.40250 1.71607 -0.64120
H: 2.03826 -4.69479 1.08448
C: 2.40847 4.05723 -0.32436

Calculated values
* max |F|: 1.13 eV/Å
* ΔE to the lowest compared entry with this formula, charge and spin: 0.0 kcal/mol
* net charge: -2
* 2S+1: 1


Record order is preserved below.
Calculated total energy: -3420.97958; -2171.94558; -1721.57039; -568.08964; -2589.42020 Ha